ORCA calculation (ωB97M-V/def2-TZVPD) on a 2-piece molecular cluster, C10H16 overall.

Computed properties:
HOMO (alpha / beta): 0.75 / -3.32 eV
spin multiplicity: 2
total charge: -1

Each line ends with the Löwdin spin population.
Positions of all 26 atoms, in Å:
C (-0.071, 2.290, -1.284)  0.027
C (2.708, -0.782, 0.090)  0.092
C (2.266, 0.293, 0.961)  0.249
C (2.217, -0.732, -1.217)  0.083
C (1.336, 1.229, 0.518)  0.065
C (1.187, 0.144, -1.666)  0.250
C (0.826, 1.178, -0.752)  0.121
H (3.468, -1.522, 0.280)  0.007
H (2.749, 0.224, 1.938)  0.027
H (2.678, -1.489, -1.861)  0.004
H (1.060, 2.028, 1.202)  -0.002
H (0.562, -0.057, -2.530)  0.038
H (0.612, 3.002, -1.767)  0.013
H (-0.455, 2.910, -0.467)  0.000
H (-0.846, 1.913, -1.950)  0.006
C (-1.934, -0.809, 0.176)  0.005
C (-2.764, -0.170, 1.279)  0.001
C (-0.872, -1.853, 0.656)  0.003
H (-2.588, -1.300, -0.555)  0.002
H (-1.286, -0.176, -0.426)  0.005
H (-2.857, 0.904, 1.112)  0.001
H (-1.179, -2.200, 1.674)  0.000
H (-0.851, -2.736, 0.033)  0.001
H (-2.243, -0.327, 2.226)  0.000
H (-3.750, -0.625, 1.364)  0.000
H (0.027, -1.337, 0.965)  0.001

ORCA calculation (ωB97M-V/def2-TZVPD) on a 2-piece molecular cluster, C5H15N3 overall.

Computed properties:
HOMO: -18.11 eV
spin multiplicity: 1
total charge: +2

Each line ends with the Löwdin charge.
Positions of all 23 atoms, in Å:
C (-2.568, 2.139, 0.050)  -0.061
C (-3.098, 0.853, -0.093)  0.030
C (0.094, -1.646, 1.561)  -0.055
C (0.883, 0.329, -1.549)  0.061
C (2.298, -0.178, 0.389)  0.006
N (-2.134, 3.191, 0.106)  0.384
N (-0.044, -0.754, 0.397)  -0.064
N (1.134, -0.663, -0.424)  -0.182
H (-2.259, 0.080, -0.037)  0.108
H (-3.584, 0.841, -1.180)  0.199
H (-3.671, 0.631, 0.737)  0.094
H (-0.859, -1.671, 2.099)  0.099
H (0.754, -1.267, 2.279)  0.055
H (0.309, -2.755, 1.280)  0.149
H (-0.265, 0.404, -1.638)  0.124
H (1.350, 1.276, -1.194)  0.116
H (1.434, -0.142, -2.324)  0.101
H (3.179, -0.095, -0.147)  0.094
H (2.176, 0.744, 0.820)  0.082
H (2.512, -0.923, 1.231)  0.138
H (-2.037, 4.229, 0.282)  0.216
H (-0.241, 0.157, 0.708)  0.087
H (1.568, -1.537, -0.811)  0.218

ORCA calculation (ωB97M-V/def2-TZVPD) on one molecule with the formula C4H2S2.

Computed properties:
HOMO: -7.64 eV
spin multiplicity: 1

Each line ends with the Löwdin charge.
Positions of all 8 atoms, in Å:
C (-0.449, 0.620, -0.739)  -0.189
C (-0.346, 0.505, 0.717)  -0.220
C (0.207, -0.336, -1.334)  -0.697
C (0.241, -0.473, 1.359)  -0.712
S (0.886, -1.628, -1.886)  0.770
S (0.761, -1.842, 1.836)  0.784
H (-0.800, 1.604, -1.113)  0.125
H (-0.501, 1.548, 1.160)  0.138

ORCA calculation (ωB97M-V/def2-TZVPD) on C16H13Br4MnN2O4S as an isolated structure.

Computed properties:
HOMO (alpha / beta): -7.94 / -8.09 eV
spin multiplicity: 5

Each line ends with the Löwdin spin population.
Positions of all 41 atoms, in Å:
Mn (0.099, -0.808, -1.907)  3.840
Br (-4.204, -4.126, 2.174)  0.000
C (-3.381, -2.794, 1.126)  0.002
C (-3.814, -1.475, 1.195)  0.005
Br (-5.213, -0.972, 2.354)  0.001
C (-3.188, -0.502, 0.405)  0.003
Br (-3.631, 1.336, 0.509)  0.000
C (-2.152, -0.840, -0.450)  0.007
O (-1.470, 0.037, -1.186)  0.037
C (-1.696, -2.175, -0.498)  0.005
O (-0.654, -2.408, -1.290)  0.038
C (-2.316, -3.140, 0.281)  0.005
Br (-1.639, -4.890, 0.164)  0.001
S (1.697, -1.562, -3.414)  -0.037
C (1.843, 0.174, -3.535)  0.015
C (2.841, 0.918, -4.160)  -0.001
C (2.753, 2.293, -4.102)  0.009
C (1.700, 2.912, -3.426)  -0.001
C (0.760, 2.118, -2.816)  0.005
N (0.833, 0.786, -2.897)  -0.017
H (3.656, 0.414, -4.658)  -0.001
H (3.514, 2.899, -4.578)  0.001
H (1.623, 3.988, -3.370)  0.000
H (-0.080, 2.518, -2.262)  0.000
O (2.474, 1.493, -0.092)  0.010
C (1.588, 0.773, 0.322)  0.010
O (1.165, -0.343, -0.154)  0.061
C (0.860, 1.201, 1.623)  0.003
N (-0.412, 0.398, 1.710)  0.000
C (-0.400, -0.421, 2.963)  0.000
C (1.087, -0.565, 3.249)  0.000
C (1.637, 0.816, 2.887)  0.000
H (0.627, 2.260, 1.562)  0.000
H (-0.325, -0.232, 0.890)  0.000
H (-1.263, 0.949, 1.589)  0.000
H (-0.933, -1.352, 2.779)  0.000
H (-0.914, 0.142, 3.741)  0.000
H (1.515, -1.331, 2.600)  0.000
H (1.275, -0.843, 4.284)  0.000
H (2.708, 0.826, 2.698)  0.000
H (1.427, 1.527, 3.688)  0.000

ORCA calculation (ωB97M-V/def2-TZVPD) on C16H24Cl5N4Ru as an isolated structure.

Computed properties:
HOMO (alpha / beta): -18.34 / -18.43 eV
spin multiplicity: 5
total charge: +3

Each line ends with the Löwdin spin population.
Positions of all 50 atoms, in Å:
Ru (0.388, -0.567, 0.322)  0.257
C (-3.043, -0.083, 0.595)  -0.001
C (-2.150, 0.603, 1.629)  0.000
N (-0.836, -0.037, 2.003)  0.003
C (-1.007, -1.095, 3.086)  0.010
C (-1.849, -4.586, 1.366)  1.550
N (-0.249, -2.303, 2.885)  0.058
C (-0.178, -2.505, -0.001)  0.054
C (0.981, -3.357, -0.482)  0.008
C (1.829, -2.514, -1.459)  0.004
N (1.293, -1.125, -1.551)  0.007
C (0.245, -1.011, -2.612)  0.000
C (-0.597, 0.220, -2.388)  0.001
N (-1.130, 0.236, -0.994)  0.007
C (-2.492, -0.329, -0.825)  0.001
H (-3.896, 0.592, 0.507)  0.000
H (-3.472, -1.003, 0.998)  -0.001
H (-2.737, 0.702, 2.544)  0.000
H (-1.921, 1.624, 1.317)  0.000
H (-0.326, 0.727, 2.443)  0.000
H (-2.079, -1.256, 3.241)  0.001
H (-0.610, -0.725, 4.034)  0.002
H (-1.969, -2.438, 1.545)  0.005
H (-1.644, -5.578, 0.957)  0.094
H (0.264, -4.030, 1.968)  0.019
H (0.964, -1.589, 1.334)  0.012
H (-1.083, -2.646, -0.593)  0.003
H (0.646, -4.275, -0.966)  0.001
H (1.610, -3.643, 0.367)  0.004
H (1.854, -2.953, -2.456)  0.000
H (2.856, -2.460, -1.102)  0.002
H (2.076, -0.525, -1.805)  0.000
H (-0.368, -1.913, -2.565)  0.000
H (0.704, -0.990, -3.602)  0.000
H (-1.410, 0.267, -3.114)  0.000
H (0.009, 1.118, -2.519)  0.000
H (-1.199, 1.217, -0.731)  0.000
H (-2.446, -1.387, -1.070)  0.000
H (-3.161, 0.121, -1.561)  0.000
Cl (-0.819, -3.213, 1.694)  0.160
C (3.138, -1.271, 1.789)  0.718
C (2.180, -0.461, 1.203)  0.235
C (2.547, 0.914, 1.156)  0.064
Cl (1.346, 1.931, 0.398)  0.024
C (3.727, 1.415, 1.636)  0.042
Cl (4.097, 3.057, 1.534)  0.021
C (4.664, 0.489, 2.236)  0.250
Cl (6.100, 1.039, 2.838)  0.204
C (4.337, -0.916, 2.303)  0.138
Cl (5.400, -2.028, 2.996)  0.043

ORCA calculation (ωB97M-V/def2-TZVPD) on a 12-piece molecular cluster, C36H84N12O12 overall.

Computed properties:
HOMO: -8.62 eV
spin multiplicity: 1

Each line ends with the Löwdin charge.
Positions of all 144 atoms, in Å:
C (1.872, -5.846, 2.130)  -0.039
N (1.357, -5.644, 0.763)  -0.173
C (1.580, -6.759, -0.159)  -0.021
C (0.849, -4.487, 0.418)  -0.341
O (0.320, -4.204, -0.693)  -0.040
H (1.201, -6.596, 2.597)  0.093
H (1.870, -4.960, 2.715)  0.032
H (2.903, -6.274, 2.158)  0.104
H (1.496, -6.356, -1.164)  0.085
H (2.632, -7.041, -0.098)  0.089
H (0.933, -7.607, 0.030)  0.089
H (0.920, -3.712, 1.202)  0.122
C (0.532, -2.772, 5.324)  -0.020
N (1.057, -1.667, 4.487)  -0.161
C (0.206, -0.503, 4.445)  -0.079
C (1.779, -1.912, 3.350)  -0.306
O (2.409, -2.935, 3.093)  -0.027
H (0.956, -2.615, 6.313)  0.095
H (0.882, -3.708, 4.943)  0.067
H (-0.554, -2.731, 5.195)  0.075
H (0.263, 0.132, 5.328)  0.094
H (0.515, 0.124, 3.575)  0.078
H (-0.861, -0.765, 4.322)  0.080
H (1.830, -1.051, 2.661)  0.104
C (-1.786, -2.717, 2.145)  -0.045
N (-2.416, -3.773, 1.345)  -0.171
C (-2.154, -5.209, 1.576)  -0.031
C (-2.889, -3.348, 0.180)  -0.358
O (-2.937, -2.169, -0.194)  -0.020
H (-0.958, -2.170, 1.588)  0.099
H (-1.498, -3.171, 3.131)  0.093
H (-2.523, -1.898, 2.281)  0.083
H (-2.265, -5.617, 0.539)  0.095
H (-1.132, -5.397, 1.883)  0.058
H (-2.918, -5.664, 2.310)  0.113
H (-3.347, -4.098, -0.443)  0.126
C (-2.424, -2.711, -3.633)  0.001
N (-2.328, -4.005, -4.320)  -0.177
C (-1.529, -4.967, -3.679)  -0.088
C (-3.053, -4.340, -5.381)  -0.377
O (-3.838, -3.623, -5.948)  0.002
H (-2.590, -2.885, -2.603)  0.051
H (-3.096, -1.967, -4.103)  0.089
H (-1.434, -2.302, -3.626)  0.083
H (-1.491, -5.989, -4.073)  0.096
H (-0.477, -4.710, -3.557)  0.096
H (-1.931, -5.117, -2.724)  0.058
H (-3.023, -5.452, -5.683)  0.152
C (2.938, 4.258, 2.626)  -0.089
N (3.062, 3.940, 4.009)  -0.173
C (3.395, 2.500, 4.328)  0.006
C (3.002, 4.879, 4.953)  -0.368
O (3.210, 4.701, 6.145)  -0.016
H (3.757, 3.751, 2.062)  0.100
H (3.103, 5.336, 2.397)  0.089
H (2.031, 3.993, 2.125)  0.046
H (2.974, 2.414, 5.347)  0.086
H (2.868, 1.831, 3.640)  0.072
H (4.497, 2.424, 4.275)  0.100
H (2.779, 5.902, 4.599)  0.132
C (-2.488, 3.921, -0.440)  -0.076
N (-3.811, 4.088, -0.852)  -0.176
C (-4.856, 4.221, 0.194)  -0.011
C (-4.210, 3.884, -2.132)  -0.403
O (-5.274, 3.980, -2.635)  0.049
H (-1.909, 3.352, -1.179)  0.068
H (-2.434, 3.208, 0.400)  0.077
H (-1.921, 4.806, -0.228)  0.061
H (-4.946, 3.273, 0.695)  0.051
H (-4.581, 5.069, 0.861)  0.100
H (-5.802, 4.442, -0.277)  0.080
H (-3.297, 3.499, -2.722)  0.145
C (4.386, -1.897, 0.736)  -0.036
N (5.133, -0.647, 0.692)  -0.170
C (5.981, -0.344, -0.405)  -0.056
C (4.737, 0.353, 1.533)  -0.325
O (5.286, 1.445, 1.578)  -0.003
H (3.643, -1.896, -0.098)  0.094
H (3.821, -1.918, 1.647)  0.037
H (4.960, -2.813, 0.762)  0.088
H (6.843, -0.995, -0.431)  0.090
H (5.468, -0.340, -1.374)  0.069
H (6.270, 0.701, -0.423)  0.084
H (3.918, 0.051, 2.169)  0.099
C (-5.980, -1.522, -2.969)  -0.018
N (-5.434, -0.244, -2.515)  -0.162
C (-4.979, 0.692, -3.515)  -0.023
C (-5.260, 0.036, -1.278)  -0.351
O (-4.768, 1.105, -0.842)  -0.048
H (-6.839, -1.256, -3.577)  0.093
H (-6.276, -2.091, -2.087)  0.090
H (-5.337, -2.161, -3.561)  0.068
H (-4.592, 0.189, -4.391)  0.089
H (-5.714, 1.434, -3.800)  0.093
H (-4.194, 1.329, -3.054)  0.075
H (-5.557, -0.684, -0.500)  0.137
C (5.009, 1.941, -3.975)  -0.058
N (4.624, 0.531, -3.941)  -0.176
C (5.168, -0.531, -4.891)  -0.013
C (3.613, 0.095, -3.132)  -0.338
O (3.155, -1.057, -3.183)  -0.026
H (4.183, 2.537, -3.579)  0.070
H (5.107, 2.328, -4.994)  0.089
H (5.871, 2.192, -3.336)  0.088
H (5.415, -1.345, -4.233)  0.066
H (4.451, -0.862, -5.647)  0.089
H (6.167, -0.151, -5.187)  0.092
H (3.292, 0.814, -2.373)  0.133
C (-0.158, 6.949, -1.374)  -0.064
N (0.823, 5.877, -1.457)  -0.149
C (1.272, 5.461, -0.065)  -0.034
C (1.305, 5.277, -2.591)  -0.387
O (2.077, 4.404, -2.653)  0.052
H (0.273, 7.908, -1.048)  0.102
H (-0.954, 6.547, -0.836)  0.041
H (-0.556, 7.205, -2.325)  0.074
H (1.789, 4.539, -0.106)  0.046
H (1.925, 6.167, 0.432)  0.076
H (0.405, 5.314, 0.644)  0.099
H (0.822, 5.661, -3.487)  0.129
C (-3.857, 1.949, 3.174)  -0.051
N (-2.499, 1.953, 2.732)  -0.186
C (-2.039, 1.076, 1.710)  -0.053
C (-1.567, 2.664, 3.375)  -0.329
O (-0.387, 2.646, 3.036)  -0.012
H (-4.551, 1.847, 2.322)  0.080
H (-4.010, 2.868, 3.707)  0.086
H (-4.108, 1.037, 3.724)  0.090
H (-2.889, 0.688, 1.096)  0.108
H (-1.374, 1.633, 1.018)  0.071
H (-1.452, 0.304, 2.059)  0.041
H (-1.839, 3.232, 4.295)  0.148
C (0.769, -1.215, -0.989)  -0.036
N (0.605, 0.255, -0.964)  -0.148
C (-0.504, 0.822, -1.789)  -0.029
C (1.103, 0.950, 0.092)  -0.303
O (1.789, 0.428, 0.991)  -0.051
H (-0.131, -1.712, -0.669)  0.063
H (1.470, -1.416, -0.175)  0.064
H (1.247, -1.578, -1.841)  0.052
H (-0.508, 1.950, -1.743)  0.078
H (-0.287, 0.406, -2.798)  0.092
H (-1.475, 0.359, -1.478)  0.090
H (0.904, 2.053, 0.020)  0.139

Values of DFT total energy, in order: -390.554755, -363.023563, -949.878756, -12873.334965, -3237.258465, -2981.970647, all in Eh.
Values of ΔE to the lowest compared entry with this formula, charge and spin, in order: 74.73, 500.30, 66.43, 0.00, 1605.82, 908.54, all in kJ/mol.